Molecular formula: C26H30N2OS
Method: DFT, ωB97M-V/def2-TZVPD

```
60
Properties=species:S:1:pos:R:3:forces:R:3:mulliken_charge:R:1
C 5.412710 -2.652777 0.551539 -0.2 0.2 -0.1 -0.9905
N 4.928927 -2.028645 -0.669108 1.0 0.1 0.0 0.1728
C 5.410223 -2.679384 -1.876944 -0.2 0.2 0.1 -0.9701
C 3.683570 -1.380088 -0.666131 -0.7 0.4 0.1 0.0254
C 3.603836 0.037848 -0.629140 0.2 -1.1 0.0 -0.4100
C 2.369765 0.654523 -0.592540 -0.7 0.1 0.2 -0.6827
C 1.159125 -0.100442 -0.592491 0.8 -0.5 -0.1 0.9561
C -0.108039 0.551900 -0.538737 0.1 0.6 0.3 -0.1474
C -1.327877 -0.095751 -0.704387 -1.0 0.1 -0.1 -0.4536
C -2.552761 0.547263 -0.581963 1.4 -0.1 -0.2 -0.2681
C -3.817394 -0.109333 -0.633452 -1.3 -0.8 -0.2 0.9053
C -5.024909 0.648895 -0.659773 0.9 -0.1 0.1 -0.8915
C -6.260327 0.035984 -0.681007 -0.2 -1.0 0.0 -0.3548
C -6.346326 -1.381838 -0.677245 0.8 0.3 0.0 0.0039
N -7.595023 -2.019079 -0.669440 -1.0 0.1 0.0 0.1781
C -8.124568 -2.624053 -1.877541 0.2 0.2 0.1 -0.9746
C -8.113362 -2.602503 0.554438 0.2 0.2 -0.1 -0.9813
C -5.163620 -2.152896 -0.666592 -0.2 0.5 0.0 -0.1373
C -3.927033 -1.532926 -0.647742 0.1 0.5 0.0 -0.9479
C 1.266033 -1.522118 -0.643945 0.0 0.3 0.0 -0.9303
C 2.499437 -2.145674 -0.675977 0.0 0.4 0.0 -0.3142
H 4.866937 -2.249013 1.412598 0.2 -0.1 -0.2 0.3181
H 5.287783 -3.748301 0.519189 0.0 0.1 0.1 0.3384
H 6.483297 -2.438521 0.670679 -0.2 -0.1 0.1 0.3199
H 4.870254 -2.290030 -2.748059 0.2 -0.1 0.2 0.3130
H 6.482503 -2.472516 -1.996813 -0.2 -0.1 -0.1 0.3184
H 5.281855 -3.773606 -1.823682 0.0 0.1 -0.1 0.3263
H 4.533694 0.612268 -0.625725 -0.4 -0.2 0.0 0.4456
H 2.300710 1.744414 -0.562059 0.0 -0.3 0.1 0.3485
H -0.121254 1.631953 -0.368889 0.1 -0.2 0.0 0.3137
H -1.324050 -1.156083 -0.970296 0.0 0.4 0.3 0.2216
H -2.542714 1.630861 -0.440150 0.0 -0.3 0.1 0.3686
H -4.947917 1.738305 -0.659263 0.0 -0.3 0.0 0.3427
H -7.189506 0.611410 -0.690921 0.3 -0.2 0.0 0.4216
H -7.561121 -2.264048 -2.746614 -0.2 -0.1 0.2 0.3131
H -8.067083 -3.724413 -1.831937 0.0 0.1 -0.1 0.3274
H -9.181878 -2.347161 -1.994772 0.2 -0.1 -0.1 0.3114
H -7.540312 -2.227327 1.410818 -0.2 -0.1 -0.2 0.3189
H -9.169043 -2.322373 0.677933 0.2 -0.1 0.1 0.3104
H -8.056238 -3.703479 0.527733 0.0 0.1 0.1 0.3312
H -5.244375 -3.244260 -0.667492 0.0 0.4 0.0 0.3688
H -3.028391 -2.150389 -0.629844 -0.3 0.2 0.1 0.3082
H 0.367317 -2.139044 -0.643423 0.3 0.2 0.1 0.3242
H 2.575164 -3.236996 -0.702650 0.0 0.4 0.0 0.3538
C 6.384646 4.071015 1.478820 -0.8 0.3 -0.3 -0.7948
O 5.157763 4.651303 0.972380 0.8 -0.2 0.2 -0.4209
C 3.981116 4.146956 1.421703 -0.7 -0.7 0.5 0.8260
C 2.793378 4.780803 0.960036 1.2 -0.2 0.1 -0.5040
C 1.570812 4.335430 1.387691 0.1 -0.6 0.3 -0.4888
C 1.466791 3.223133 2.280221 1.7 0.4 -0.5 -0.0957
S -0.014582 2.652404 2.752831 -2.0 -1.0 0.2 -0.3450
C 2.666265 2.596003 2.731977 -0.5 0.3 -0.4 -0.7397
C 3.899515 3.039530 2.310693 0.6 0.9 -0.7 -0.2586
H 7.164229 4.668577 1.006877 0.0 -0.2 0.1 0.2393
H 6.445765 4.150811 2.574394 -0.1 0.0 -0.3 0.3474
H 6.475426 3.014782 1.184933 0.0 0.3 0.0 0.2964
H 2.896629 5.620783 0.272185 0.0 -0.2 0.2 0.3890
H 0.651239 4.809326 1.052474 0.2 -0.1 0.1 0.3753
H 2.595684 1.753787 3.416969 -0.1 0.2 -0.2 0.3840
H 4.817334 2.554810 2.657645 -0.4 0.2 -0.1 0.3389
```
Forces are in eV/Å.

## Properties
LUMO in eV: -2.48
Frontier orbital gap in eV: 3.031
HOMO level in eV: -5.51